[1]
Formula: C11H42N12O10
Source: the OMol25 dataset
Level of theory: ωB97M-V with the def2-TZVPD basis set

```
! RIJCOSX wB97M-V def2-TZVPD def2/J DEFGRID3
* xyz 0 1
N 27.3929 8.2839 -11.5166
C 27.3288 8.1856 -12.8215
N 26.6368 9.0716 -13.4826
O 27.8283 7.1238 -13.4692
H 28.0315 7.7291 -10.9787
H 27.0009 9.1417 -11.1425
H 26.8743 9.2092 -14.5138
H 25.9839 9.7938 -13.0999
N 25.4875 6.2875 -11.4147
C 25.8076 5.1211 -10.9669
N 24.7456 4.4002 -10.6457
O 27.1298 4.7084 -10.7804
H 26.2986 6.9001 -11.5279
H 24.6385 6.6862 -11.7556
H 24.9674 3.4931 -10.1657
H 23.8455 4.8318 -10.6888
N 26.2224 2.7236 -13.8511
C 26.2781 1.8348 -14.7885
N 27.3290 1.9464 -15.5427
O 25.2968 0.8816 -15.0571
H 25.3606 2.8988 -13.3391
H 27.1358 3.3361 -13.6225
H 27.3138 1.2829 -16.3645
H 28.1807 2.2845 -15.1566
N 26.6706 3.4426 -7.8912
C 27.2019 2.3277 -7.3753
N 28.2650 1.9645 -8.0805
O 26.5338 1.4931 -6.4190
H 25.8712 3.8330 -7.3620
H 27.2824 3.9868 -8.5051
H 28.5672 1.0117 -7.7680
H 28.7794 2.4981 -8.7733
N 27.7366 4.4090 -16.5105
C 26.9815 5.4382 -16.1354
N 26.0225 5.2198 -15.2702
O 27.2954 6.6821 -16.6107
H 28.5232 4.5448 -17.1727
H 27.5311 3.4299 -16.2392
H 25.6165 6.1255 -14.8829
H 25.9919 4.3712 -14.6224
N 28.4257 4.3983 -13.7395
C 29.3823 3.6003 -13.3282
N 29.2828 3.5391 -12.0661
O 30.0621 2.7423 -14.1787
H 28.2046 4.5987 -14.7685
H 28.2471 5.2610 -13.1895
H 29.7491 2.8382 -11.5670
H 28.5469 3.9410 -11.5068
C 27.3093 -0.5213 -10.6554
C 27.3105 0.7511 -11.4436
O 26.0784 0.7304 -12.0748
H 26.9048 -1.3592 -11.1796
H 26.7658 -0.3849 -9.7645
H 28.3015 -0.8371 -10.4321
H 28.0557 0.9140 -12.2292
H 27.5874 1.6316 -10.8318
H 25.9697 1.4860 -12.6851
C 30.2011 6.7323 -11.2278
O 29.3975 6.8877 -10.0745
H 30.3851 7.6234 -11.8420
H 29.8027 5.9367 -11.7959
H 31.1614 6.4551 -10.8220
H 29.7647 7.5088 -9.4865
C 30.7625 4.2990 -8.7512
O 29.4068 4.3505 -9.1548
H 30.8964 3.5111 -7.9836
H 30.9984 5.2326 -8.2809
H 31.4696 4.0957 -9.6372
H 29.2900 5.1586 -9.6427
C 30.6964 0.7280 -11.4915
O 30.1537 1.4213 -10.4123
H 30.2929 1.1815 -12.4121
H 30.4794 -0.3173 -11.4844
H 31.7783 0.8303 -11.4296
H 30.5481 1.0587 -9.6428
*
```

## Properties
- ΔE to the lowest compared entry with this formula, charge and spin: 1.136 eV
- SMILES: NC(N)=O.NC(N)=O.NC(N)=O.NC(N)=O.NC(N)=O.NC(N)=O.CCO.CO.CO.CO
- LUMO level: -0.532 eV
- HOMO energy: -8.73 eV


[2]
Formula: C2H3N3O
Source: the OMol25 dataset
Level of theory: ωB97M-V with the def2-TZVPD basis set

```
! RIJCOSX wB97M-V def2-TZVPD def2/J DEFGRID3
* xyz 0 1
H 2.4848 -0.4698 0.2318
N 1.8113 -0.0690 0.8495
C 0.6599 -0.0626 0.3328
N -0.0742 -0.7037 -0.6421
N -1.3037 -0.0715 -0.9111
C -1.4551 0.5669 0.2267
O -0.3786 0.5880 0.9347
H 0.4768 -0.9585 -1.6085
H -2.2210 1.1802 0.5863
*
```

## Properties
- ΔE to the lowest compared entry with this formula, charge and spin: 2.025 eV
- SMILES: [H]/N=c1\[nH]nco1
- LUMO level: 0.759 eV
- HOMO energy: -9.07 eV


[3]
Formula: C3H5NO
Source: the OMol25 dataset
Level of theory: ωB97M-V with the def2-TZVPD basis set

```
! RIJCOSX wB97M-V def2-TZVPD def2/J DEFGRID3
* xyz 0 1
O 2.2372 0.0355 -0.2152
C 1.0086 0.0927 -0.0810
C -0.2264 0.9153 0.2915
C -0.9881 -0.4108 -0.0175
N 0.3705 -1.0185 -0.3496
H -0.2519 1.2540 1.3304
H -0.4326 1.7538 -0.3786
H -1.4880 -0.8662 0.8437
H -1.6784 -0.3604 -0.8664
H 1.4490 -1.3953 -0.5572
*
```

## Properties
- ΔE to the lowest compared entry with this formula, charge and spin: 2.611 eV
- SMILES: O=C1CCN1
- LUMO level: 0.969 eV
- HOMO energy: -9.63 eV